# 1
Density functional theory data (wB97M-V/def2-TZVPD) for an isolated molecule of C3H3N3 in a non-equilibrium geometry.

Its SMILES is N#CC(N)C#N. The largest force on an atom is 0.1064 hartree/bohr.

ORCA input file:
```
! RIJCOSX wB97M-V def2-TZVPD def2/J DEFGRID3
* xyz 0 1
N -0.3051 0.6519 -2.5624
N 1.1793 -0.4245 0.5231
N -2.1215 -0.4431 1.1433
C 0.0203 0.3276 0.0260
C -1.1841 -0.1839 0.5844
C -0.0759 0.3254 -1.5173
H 1.2214 -1.2884 0.0683
H 0.0537 1.4645 0.1086
H 1.2120 -0.4296 1.6260
*
```

Quick look at the natural (NBO) charges, all values in e: number 1, N, carries -0.274; number 2, N, carries -0.805; number 3, N, carries -0.259; number 4, C, carries -0.218; number 5, C, carries 0.238; number 6, C, carries 0.260; number 7, H, carries 0.380; number 8, H, carries 0.281; number 9, H, carries 0.397

# 2
Density functional theory data (wB97M-V/def2-TZVPD) for an isolated molecule of C3H3N3 in a non-equilibrium geometry.

Its SMILES is N#CC(N)C#N. The largest force on an atom is 0.0389 hartree/bohr.

ORCA input file:
```
! RIJCOSX wB97M-V def2-TZVPD def2/J DEFGRID3
* xyz 0 1
N 0.6916 1.0215 -0.4799
N 1.0038 -2.4289 -0.0732
N -2.5625 0.2914 0.6326
C -0.0310 -0.0159 0.2151
C -1.4888 0.1134 0.2430
C 0.4936 -1.3932 0.0130
H 0.3382 1.3477 -1.3708
H 1.6969 0.8954 -0.5009
H -0.1417 0.1686 1.3210
*
```

Quick look at the natural (NBO) charges, all values in e: number 1, N, carries -0.813; number 2, N, carries -0.270; number 3, N, carries -0.266; number 4, C, carries -0.232; number 5, C, carries 0.256; number 6, C, carries 0.254; number 7, H, carries 0.393; number 8, H, carries 0.391; number 9, H, carries 0.287

# 3
Density functional theory data (wB97M-V/def2-TZVPD) for an isolated molecule of C3H3N3 in a non-equilibrium geometry.

Its SMILES is [H]/N=C1\C=NC=N1. The largest force on an atom is 0.0787 hartree/bohr.

ORCA input file:
```
! RIJCOSX wB97M-V def2-TZVPD def2/J DEFGRID3
* xyz 0 1
N -0.1953 2.0245 0.3205
N 1.1882 0.0672 -0.0158
N -0.5146 -1.4896 -0.2567
C -1.0945 -0.3536 -0.0685
C 0.8457 -1.1231 -0.1522
C -0.0182 0.7592 0.0447
H -2.2068 -0.3521 0.3071
H -1.1200 2.3423 0.5659
H 1.5804 -1.9000 -0.1529
*
```

Quick look at the natural (NBO) charges, all values in e: number 1, N, carries -0.520; number 2, N, carries -0.451; number 3, N, carries -0.441; number 4, C, carries 0.056; number 5, C, carries 0.271; number 6, C, carries 0.317; number 7, H, carries 0.221; number 8, H, carries 0.357; number 9, H, carries 0.190

# 4
Density functional theory data (wB97M-V/def2-TZVPD) for an isolated molecule of C3H3N3O.

The largest force on an atom is 0.0103 hartree/bohr.

ORCA input file:
```
! RIJCOSX wB97M-V def2-TZVPD def2/J DEFGRID3
* xyz 0 1
O -0.9491 0.6521 -1.0623
N 0.1390 1.3223 0.8302
N 0.2751 -1.3793 0.3966
N -0.8430 -0.7686 1.1288
C 0.2838 0.8902 -0.6365
C -0.8077 0.5318 0.8552
C 0.9019 -0.5625 -0.3406
H -1.6905 -1.2912 0.9448
H 1.7454 -0.9488 -0.9079
H 0.9452 1.5540 -1.2080
*
```

Quick look at the natural (NBO) charges, all values in e: number 1, O, carries -0.679; number 2, N, carries -0.374; number 3, N, carries -0.210; number 4, N, carries -0.478; number 5, C, carries 0.203; number 6, C, carries 0.668; number 7, C, carries 0.049; number 8, H, carries 0.417; number 9, H, carries 0.229; number 10, H, carries 0.176

# 5
Density functional theory data (wB97M-V/def2-TZVPD) for a structure of composition C3H3N3O.

The largest force on an atom is 0.0133 hartree/bohr.

ORCA input file:
```
! RIJCOSX wB97M-V def2-TZVPD def2/J DEFGRID3
* xyz 0 1
O -0.6706 0.3560 1.5157
N 0.3296 -0.2778 2.2565
N 1.3028 0.0062 1.5308
N -1.4172 -1.2889 -1.5944
C -0.5668 -0.5175 -1.1834
C 0.2674 0.4192 -0.7774
C 0.4130 0.7817 0.6532
H 0.8665 0.9415 -1.5158
H 0.6198 1.8464 0.7916
H -1.1444 -2.2669 -1.6769
*
```

Quick look at the natural (NBO) charges, all values in e: number 1, O, carries -0.367; number 2, N, carries 0.152; number 3, N, carries -0.203; number 4, N, carries -0.598; number 5, C, carries 0.476; number 6, C, carries -0.496; number 7, C, carries 0.172; number 8, H, carries 0.261; number 9, H, carries 0.211; number 10, H, carries 0.391

# 6
Density functional theory data (wB97M-V/def2-TZVPD) for an isolated molecule of C3H3N3O.

Its SMILES is [H]/N=N\[C@@H]1OC1=C=N. The largest force on an atom is 0.0113 hartree/bohr.

ORCA input file:
```
! RIJCOSX wB97M-V def2-TZVPD def2/J DEFGRID3
* xyz 0 1
O -0.9537 0.4960 1.3348
N -0.7960 1.0814 -1.8583
N -1.6226 0.9336 -0.9542
N 2.3834 -0.9695 0.9715
C -0.0059 -0.2354 0.6175
C 1.2430 -0.5519 0.7502
C -1.3258 -0.0483 0.0733
H 3.1225 -0.3307 0.6706
H -2.0764 -0.8372 0.1032
H 0.0313 0.4620 -1.7086
*
```

Quick look at the natural (NBO) charges, all values in e: number 1, O, carries -0.417; number 2, N, carries -0.242; number 3, N, carries -0.113; number 4, N, carries -0.568; number 5, C, carries 0.000; number 6, C, carries 0.320; number 7, C, carries 0.161; number 8, H, carries 0.371; number 9, H, carries 0.208; number 10, H, carries 0.281

# 7
Density functional theory data (wB97M-V/def2-TZVPD) for an isolated molecule of C3H3N3O in a non-equilibrium geometry.

Its SMILES is O=c1nccn[nH]1. The largest force on an atom is 0.0606 hartree/bohr.

ORCA input file:
```
! RIJCOSX wB97M-V def2-TZVPD def2/J DEFGRID3
* xyz 0 1
O -1.5581 -1.8871 -0.5981
N 0.0609 -1.0110 0.7666
N -1.1463 0.4103 -0.7210
N 0.7182 0.0085 1.1787
C -0.9851 -0.8770 -0.2831
C -0.0522 1.1489 -0.7260
C 0.9474 0.9218 0.2414
H -0.0033 1.9742 -1.4547
H 2.0142 1.1048 0.1806
H 0.0043 -1.7934 1.4156
*
```

Quick look at the natural (NBO) charges, all values in e: number 1, O, carries -0.573; number 2, N, carries -0.349; number 3, N, carries -0.480; number 4, N, carries -0.086; number 5, C, carries 0.715; number 6, C, carries 0.083; number 7, C, carries -0.170; number 8, H, carries 0.215; number 9, H, carries 0.234; number 10, H, carries 0.411

# 8
Density functional theory data (wB97M-V/def2-TZVPD) for an isolated molecule of C3H3N3O.

The largest force on an atom is 0.0162 hartree/bohr.

ORCA input file:
```
! RIJCOSX wB97M-V def2-TZVPD def2/J DEFGRID3
* xyz 0 1
O 0.5691 2.0539 -1.4355
N 0.6839 0.9376 0.4591
N 0.3462 -1.4319 0.6597
N -0.7869 -1.3944 0.1140
C -0.0895 1.6278 -0.3520
C 0.8835 -0.1908 1.0007
C -1.8104 -1.4587 -0.4441
H -2.8727 -1.6011 -0.3865
H 1.5831 -0.2736 1.8287
H 1.4936 1.7312 -1.4441
*
```

Quick look at the natural (NBO) charges, all values in e: number 1, O, carries -0.669; number 2, N, carries -0.533; number 3, N, carries -0.369; number 4, N, carries -0.003; number 5, C, carries 0.328; number 6, C, carries 0.255; number 7, C, carries 0.090; number 8, H, carries 0.253; number 9, H, carries 0.188; number 10, H, carries 0.461

# 9
Density functional theory data (wB97M-V/def2-TZVPD) for a cluster of 2 separate species, C3H3N3O in total in a non-equilibrium geometry.

Its SMILES is N=C=CC=O.N#N. The largest force on an atom is 0.0363 hartree/bohr.

ORCA input file:
```
! RIJCOSX wB97M-V def2-TZVPD def2/J DEFGRID3
* xyz 0 1
O -1.4210 0.3029 1.3610
N -0.3983 2.3951 -1.0316
N 0.6709 2.1329 -1.0168
N 2.0473 -0.2564 0.6251
C 0.9699 -0.6325 0.2140
C -1.4187 -0.5763 0.5217
C -0.2191 -1.0936 -0.1486
H -2.3636 -1.0532 0.1925
H -0.2960 -1.8133 -0.9554
H 2.4357 0.5936 0.2202
*
```

Quick look at the natural (NBO) charges, all values in e: number 1, O, carries -0.545; number 2, N, carries 0.034; number 3, N, carries -0.032; number 4, N, carries -0.596; number 5, C, carries 0.532; number 6, C, carries 0.405; number 7, C, carries -0.580; number 8, H, carries 0.120; number 9, H, carries 0.257; number 10, H, carries 0.405

# 10
Density functional theory data (wB97M-V/def2-TZVPD) for an isolated molecule of C3H3N3O in a non-equilibrium geometry.

The largest force on an atom is 0.0805 hartree/bohr.

ORCA input file:
```
! RIJCOSX wB97M-V def2-TZVPD def2/J DEFGRID3
* xyz 0 1
O -1.9759 -0.7474 -0.9597
N 1.8130 -0.2080 0.6785
N -0.0874 0.2776 -0.3492
N 1.2698 0.8498 1.3707
C -1.4073 0.0070 -0.0700
C 0.9955 -0.5746 -0.2640
C 0.1151 1.1476 0.8581
H -1.3779 -1.3122 -1.4804
H 1.0323 -1.5523 -0.7400
H -0.3772 2.1126 0.9558
*
```

Quick look at the natural (NBO) charges, all values in e: number 1, O, carries -0.635; number 2, N, carries -0.248; number 3, N, carries -0.517; number 4, N, carries -0.268; number 5, C, carries 0.388; number 6, C, carries 0.155; number 7, C, carries 0.212; number 8, H, carries 0.462; number 9, H, carries 0.214; number 10, H, carries 0.237

no.,Kohn-Sham gap (Eh)
1,0.4115
2,0.4091
3,0.3330
4,0.3289
5,0.3786
6,0.3449
7,0.3036
8,0.3091
9,0.3735
10,0.3468